No. 1
C38H39O5P | wB97M-V/def2-TZVPD

Geometry as ORCA input:
```
! RIJCOSX wB97M-V def2-TZVPD def2/J DEFGRID3
* xyz 0 1
O -5.52969 0.91627 -2.83928
C -5.22423 1.81829 -3.59546
C -3.86118 2.40395 -3.56259
C -2.91994 1.89810 -2.67021
C -1.63226 2.41217 -2.65770
C -1.27757 3.43185 -3.53648
C -2.21644 3.95048 -4.41562
C -3.51251 3.44254 -4.42753
C -4.51319 4.01710 -5.36000
O -4.22500 4.95715 -6.07524
C -5.86967 3.41834 -5.40724
C -6.80940 3.92269 -6.30222
C -8.07017 3.35004 -6.37794
C -8.39787 2.27150 -5.56115
C -7.46945 1.77458 -4.65840
C -6.20408 2.34931 -4.57465
H -3.19119 1.10149 -1.98979
H -0.90050 2.01456 -1.96580
H -0.26763 3.82345 -3.53390
H -1.93994 4.74664 -5.09420
H -6.55553 4.75796 -6.94139
H -8.79842 3.74126 -7.07723
H -9.37962 1.81978 -5.62808
H -7.72848 0.93821 -4.02267
O 0.56549 -4.96609 8.78488
C 0.85931 -4.07890 8.00748
C 2.21559 -3.47674 8.02418
C 3.16420 -3.95024 8.92647
C 4.44606 -3.42082 8.92446
C 4.78696 -2.41786 8.02135
C 3.84052 -1.93138 7.13201
C 2.55060 -2.45482 7.13441
C 1.54178 -1.91447 6.19083
O 1.81749 -0.98810 5.45223
C 0.19271 -2.52955 6.15971
C -0.75389 -2.05711 5.25437
C -2.00804 -2.64592 5.19388
C -2.32205 -3.70874 6.03629
C -1.38677 -4.17358 6.94918
C -0.12810 -3.58249 7.01761
H 2.90328 -4.73341 9.62591
H 5.18371 -3.79324 9.62411
H 5.79160 -2.01420 8.01318
H 4.10650 -1.14794 6.43458
H -0.51052 -1.23390 4.59537
H -2.74170 -2.27967 4.48673
H -3.29854 -4.17324 5.98145
H -1.63529 -4.99775 7.60473
C 4.70472 2.84691 -2.86088
O 4.18965 2.26614 -4.06970
C 3.09989 1.41851 -3.70187
C 2.81534 0.38358 -4.81786
C 1.86566 -0.77503 -4.38840
C 0.63558 -0.34011 -3.53308
C 0.42260 -1.23261 -2.25848
C 0.69738 -0.44793 -0.91800
C 1.94619 -1.05852 -0.20105
C 2.01129 -0.67328 1.30476
C 3.45537 -0.75103 1.90380
P 4.56896 0.56203 1.17712
H 5.40931 2.12219 -2.41100
H 5.18156 3.81393 -3.08685
H 3.85912 2.98420 -2.15437
H 3.31525 0.89261 -2.74854
H 2.21068 2.07404 -3.58002
H 3.79009 -0.07603 -5.07940
H 2.46338 0.90460 -5.72384
H 1.47960 -1.23016 -5.32174
H 2.47727 -1.55939 -3.90454
H 0.64188 0.71273 -3.21370
H -0.26865 -0.47079 -4.16035
H 1.16485 -2.04924 -2.30177
H -0.59035 -1.67136 -2.20702
H -0.20244 -0.52320 -0.27519
H 0.84101 0.63182 -1.12357
H 2.85104 -0.77259 -0.76559
H 1.83434 -2.15775 -0.25823
H 1.41129 -1.41859 1.86027
H 1.58013 0.32166 1.51248
H 3.81221 -1.79206 1.79716
H 3.38514 -0.55072 2.98980
H 4.31902 0.73329 -0.21044
H 5.93464 0.27461 1.42943
*
```

Results
calculated total energy = -2188.93913 hartree
E_LUMO = -0.0404 Ha

No. 2
C38H40AsF6N2O4W | wB97M-V/def2-TZVPD

Geometry as ORCA input:
```
! RIJCOSX wB97M-V def2-TZVPD def2/J DEFGRID3
* xyz 2 2
W -1.51034 -0.99865 0.23809
O -4.55484 -2.08195 1.21425
C -3.46684 -2.54772 0.80647
O -2.95350 -2.22579 -0.33581
C -2.41445 -3.19665 1.76388
O -2.64905 -3.88982 2.68510
O -1.26038 -2.70792 1.29789
C 2.39197 -0.04782 3.48326
C 1.20512 -0.90497 3.02933
C 0.38410 -1.36539 4.24184
C 1.66073 -2.10657 2.20853
C 2.40067 -3.09777 2.83649
C 2.75347 -4.26080 2.17001
C 2.36095 -4.45415 0.85758
C 1.63059 -3.49213 0.17002
C 1.33629 -3.76662 -1.30398
C 2.52756 -3.30958 -2.15832
C 0.03685 -3.20215 -1.88779
C 1.31626 -2.32345 0.86419
N 0.57859 -1.28060 0.16368
C 1.29905 -0.29327 -0.18786
C 0.53165 0.87862 -0.69684
N -0.74109 0.71865 -0.68767
C -1.54463 1.86447 -1.09224
C -2.04751 1.88549 -2.39871
C -2.84212 2.96554 -2.75175
C -3.13905 3.96759 -1.84042
C -2.63789 3.90827 -0.55188
C -1.83127 2.85394 -0.13879
C -1.35000 2.81953 1.31073
C -2.52243 3.00042 2.28247
C -0.28467 3.89308 1.57076
C -1.81869 0.77823 -3.42372
C -2.43786 -0.54299 -2.97401
C -0.35499 0.59602 -3.85042
C 1.44090 1.90339 -1.04622
C 1.35105 3.18464 -1.56251
C 2.54236 3.90177 -1.75068
C 3.78033 3.36739 -1.44434
C 3.90872 2.05050 -0.92551
C 5.10625 1.36823 -0.57546
C 5.07199 0.08274 -0.07950
C 3.86524 -0.61673 0.11246
C 2.68897 0.02256 -0.21688
C 2.72692 1.35105 -0.73750
H 2.04238 0.83690 4.01974
H 3.00581 0.27936 2.64073
H 3.02863 -0.61796 4.16270
H 0.55184 -0.27959 2.42906
H 1.02419 -1.85162 4.98058
H -0.39318 -2.07238 3.95325
H -0.08822 -0.50665 4.72344
H 2.68944 -2.96704 3.87275
H 3.32257 -5.02647 2.68227
H 2.62470 -5.37508 0.34765
H 1.26383 -4.85187 -1.38702
H 2.64234 -2.22041 -2.11422
H 2.38950 -3.59907 -3.20231
H 3.45417 -3.76397 -1.80365
H 0.11986 -2.13924 -2.11615
H -0.81067 -3.41361 -1.23876
H -0.17533 -3.69798 -2.83633
H -3.24701 3.01406 -3.75672
H -3.78045 4.78950 -2.13415
H -2.89171 4.68923 0.15563
H -0.90726 1.85143 1.51716
H -2.86498 4.03743 2.28848
H -2.21116 2.74996 3.29873
H -3.36547 2.36697 2.01211
H -0.69131 4.88447 1.35875
H 0.60397 3.75157 0.95397
H 0.02387 3.87622 2.61874
H -2.36694 1.08153 -4.31585
H -1.91427 -0.94382 -2.10249
H -2.35591 -1.29795 -3.75735
H -3.48480 -0.42707 -2.70956
H 0.24948 0.11724 -3.07797
H 0.10082 1.55745 -4.09673
H -0.30243 -0.03088 -4.74158
H 0.39568 3.63258 -1.81224
H 2.48553 4.90755 -2.14533
H 4.67396 3.96262 -1.60072
H 6.05934 1.86942 -0.70490
H 6.00131 -0.40980 0.17394
H 3.87273 -1.62380 0.51127
F -2.04087 -0.45801 1.90091
As -5.35112 -0.47587 0.53841
F -6.87909 -1.01101 0.90787
F -3.20920 0.10755 -0.06020
F -5.20492 -1.12783 -0.99541
F -5.69225 1.04312 -0.07400
F -4.93233 0.13418 2.04725
*
```

Results
calculated total energy = -4784.14413 hartree
⟨S²⟩ = 0.76
E_LUMO (spin up / spin down) = -0.3263 / -0.3201 Ha

No. 3
C38H40AsO9P3SW | wB97M-V/def2-TZVPD

Geometry as ORCA input:
```
! RIJCOSX wB97M-V def2-TZVPD def2/J DEFGRID3
* xyz 0 1
W 1.62000 0.56005 0.95755
C 5.22633 3.10410 0.78718
C 4.37901 2.44685 1.86218
O 4.75667 2.97947 3.14893
P 4.69207 0.51717 1.78825
O 3.19008 0.70518 -0.16828
O 5.20796 0.40920 3.38695
O 3.22254 -0.10722 2.02935
P 2.62145 2.92428 1.83345
O 2.57973 4.41923 2.32839
O 1.92935 1.89128 2.72274
O 1.88613 2.75192 0.51202
H 6.27842 2.86067 0.94741
H 5.12210 4.19020 0.81742
H 4.93485 2.75056 -0.20187
H 4.99452 2.22237 3.71160
H 2.95872 0.98482 -1.06455
H 6.09137 0.02711 3.40673
H 3.23088 4.54324 3.03919
C -3.28547 -6.07600 1.21380
C -2.37717 -5.57013 2.13389
C -1.79590 -4.32929 1.92334
C -2.09098 -3.57879 0.78484
C -3.00989 -4.09613 -0.12719
C -3.60507 -5.33228 0.08755
P -1.28210 -1.94185 0.60660
C -2.26523 -1.22615 -0.74760
C -2.07098 -1.50673 -2.09606
C -2.88994 -0.93329 -3.05808
C -3.90180 -0.06220 -2.67967
C -4.09591 0.23272 -1.33739
C -3.28326 -0.35008 -0.37599
C 0.34585 -2.37247 -0.09300
C 0.51350 -3.60948 -0.71444
C 1.76760 -4.08582 -1.05805
C 2.87363 -3.31759 -0.74586
C 2.72342 -2.08043 -0.13507
C 1.46636 -1.55448 0.19259
H -3.74699 -7.04100 1.37892
H -2.12994 -6.13665 3.02285
H -1.10924 -3.93565 2.66462
H -3.27030 -3.52598 -1.01024
H -4.31824 -5.71530 -0.63148
H -1.26753 -2.16986 -2.39638
H -2.71714 -1.14476 -4.10636
H -4.52691 0.40060 -3.43292
H -4.87418 0.92462 -1.03980
H -3.42440 -0.10752 0.67128
H -0.35823 -4.22746 -0.89796
H 1.87646 -5.05036 -1.53710
H 3.86991 -3.67289 -0.98091
H 3.61562 -1.50909 0.06809
O -4.85606 5.72347 -1.62081
C -3.53477 5.53995 -1.85208
O -2.99423 6.17508 -2.71344
C -2.82548 4.53081 -1.00786
C -3.40671 3.84153 0.05626
C -2.67758 2.90786 0.76338
C -1.34471 2.61965 0.43340
S -0.67650 1.34135 1.45677
C -0.75711 3.33108 -0.60611
C -1.49433 4.27072 -1.30799
H -5.16103 5.13029 -0.92606
H -4.43100 4.01383 0.37013
H -3.14645 2.38058 1.58531
H 0.27372 3.16854 -0.86792
H -1.03567 4.82688 -2.11532
C 1.75944 -0.26691 4.67057
As 0.76523 -0.86427 3.12339
C -1.03135 -0.78588 3.84199
C 1.30052 -2.72135 3.08425
H 1.50613 -0.92987 5.49922
H 1.47632 0.75541 4.90389
H 2.82184 -0.30812 4.45103
H -1.08278 -1.51022 4.65624
H -1.76983 -1.00826 3.07854
H -1.18953 0.21770 4.23111
H 1.03761 -3.16871 4.04362
H 2.38241 -2.72093 2.95856
H 0.85046 -3.27511 2.26646
C 0.79927 0.64698 -0.95479
C 0.61997 0.74410 -2.15015
C 0.41018 0.83382 -3.56437
C 0.96351 -0.12695 -4.41327
C 0.73008 -0.06665 -5.77759
C -0.05260 0.95112 -6.30721
C -0.59902 1.91346 -5.46804
C -0.37129 1.85684 -4.10305
H 1.56501 -0.92200 -3.98996
H 1.15894 -0.81667 -6.42973
H -0.23464 0.99583 -7.37326
H -1.21052 2.70824 -5.87541
H -0.81515 2.58804 -3.44119
*
```

Results
calculated total energy = -5874.44764 hartree
E_LUMO (spin up / spin down) = -0.0626 / -0.0625 Ha

No. 4
C38H40IrN9Se | wB97M-V/def2-TZVPD

Geometry as ORCA input:
```
! RIJCOSX wB97M-V def2-TZVPD def2/J DEFGRID3
* xyz 2 1
Ir -1.11101 -1.37465 -0.02399
Se 6.10138 -0.61860 0.13333
N 5.17447 -0.59290 1.58133
C 3.78400 -0.77743 1.31355
C 2.70190 -0.88675 2.27627
C 2.81424 -1.17921 3.63030
C 1.65440 -1.16141 4.35978
C 0.42829 -0.88315 3.70203
N 0.29413 -0.66041 2.42456
C 1.43064 -0.70114 1.63698
C 1.34033 -0.96696 -0.82121
N 0.10944 -0.99303 -1.51373
C -0.00117 -1.32421 -2.82437
C 1.08368 -1.52909 -3.61730
C 2.39204 -1.45192 -3.02071
C 2.52861 -1.18245 -1.71171
C 3.68750 -1.01582 -0.81885
N 5.06457 -0.83177 -1.20710
H 3.78538 -1.34360 4.07990
H 1.65341 -1.32986 5.42886
H -0.48300 -0.87872 4.29244
H -1.01540 -1.38744 -3.20317
H 0.96293 -1.72308 -4.67140
H 3.27164 -1.59151 -3.63849
C 0.72067 2.79993 -2.75556
C 1.16476 3.83075 -1.75264
C 2.18265 4.73318 -2.04109
C 2.59485 5.67782 -1.10987
C 1.99460 5.73986 0.13892
C 0.98183 4.84501 0.45174
C 0.57459 3.90904 -0.48839
N -0.46104 2.97206 -0.14023
C -0.19809 1.66651 0.07153
N 1.12032 1.40212 0.21611
C 1.70125 0.12311 0.25740
C 0.88283 -1.85970 0.34529
C 1.44427 -3.16209 0.58190
C 2.78494 -3.25388 0.51997
C 3.71898 -2.14684 0.32718
C 3.25599 0.11936 0.17798
C 3.81057 1.52092 -0.00997
N -1.14674 0.76467 0.15239
C -2.46776 1.28019 -0.05531
C -3.02651 1.24665 -1.32996
C -4.33065 1.67950 -1.52894
C -5.06570 2.15796 -0.45219
C -4.49668 2.20726 0.81304
C -3.19136 1.77270 1.03626
C -2.56949 1.81943 2.40625
H 1.14371 3.01057 -3.73563
H -0.36605 2.78081 -2.85130
H 1.04278 1.79441 -2.46229
H 2.65054 4.70373 -3.01756
H 3.38342 6.37329 -1.36510
H 2.30703 6.48000 0.86292
H 0.49202 4.87293 1.41770
H -1.42443 3.23957 -0.26950
H 1.70803 2.21942 0.24827
H 0.86497 -4.01736 0.90483
H 3.25747 -4.21037 0.71446
H 4.70703 -2.59210 0.35832
H 4.88814 1.56012 -0.11280
H 3.58318 2.15394 0.85229
H 3.40816 1.97193 -0.91953
H -2.42780 0.87109 -2.15283
H -4.76791 1.65140 -2.51841
H -6.08161 2.49937 -0.59912
H -5.07471 2.58924 1.64599
H -3.32367 2.00210 3.16987
H -1.82891 2.62042 2.47472
H -2.03926 0.89302 2.63851
N -3.29462 -1.32269 0.64416
C -4.26571 -2.45163 0.75071
C -3.60934 -3.78520 1.05804
C -3.31476 -4.59481 -0.19832
C -2.50821 -3.84445 -1.24088
N -1.21700 -3.37170 -0.65752
H -3.19043 -0.90647 1.56873
H -3.73024 -0.58232 0.09861
H -4.80315 -2.50988 -0.19700
H -5.00422 -2.20454 1.51262
H -4.26272 -4.37167 1.70382
H -2.69581 -3.60525 1.63750
H -4.25534 -4.90886 -0.65447
H -2.78663 -5.51362 0.07459
H -3.04612 -2.97338 -1.61664
H -2.29896 -4.49566 -2.08904
H -0.48966 -3.45008 -1.36488
H -0.96067 -4.03575 0.06696
*
```

Results
calculated total energy = -4469.90427 hartree
E_LUMO (spin up / spin down) = -0.2550 / -0.2550 Ha